1.
The following is a quantum chemistry calculation of 7 unconnected molecules or ions with the total composition C57H122N6O7 in a non-equilibrium geometry, from the OMol25 dataset.

The geometry in XYZ format:
```
192
Properties=species:S:1:pos:R:3:lowdin_charge:R:1
C -4.69 -4.89 -3.55 -0.054
C -4.36 -5.75 -4.74 -0.473
C -5.23 -5.28 -6.02 -0.010
C -2.85 -5.53 -4.93 -0.131
C -2.18 -6.42 -6.00 -0.204
C -2.45 -7.85 -5.68 -0.176
C -3.95 -8.25 -5.49 -0.419
C -4.64 -8.20 -6.90 -0.020
C -3.95 -9.67 -4.83 -0.039
N -4.49 -7.22 -4.49 -0.115
O -5.76 -7.62 -4.08 -0.026
H -4.12 -4.94 -2.62 0.089
H -4.69 -3.86 -3.90 0.085
H -5.75 -5.08 -3.40 0.082
H -4.62 -5.19 -6.92 0.065
H -6.06 -5.94 -6.23 0.066
H -5.62 -4.26 -6.04 0.070
H -2.84 -4.48 -5.22 0.115
H -2.32 -5.54 -3.98 0.117
H -2.48 -6.23 -7.03 0.094
H -1.12 -6.37 -6.24 0.112
H -2.03 -7.82 -4.67 0.112
H -1.89 -8.59 -6.24 0.125
H -5.67 -7.91 -6.70 0.063
H -4.67 -9.13 -7.46 0.081
H -4.26 -7.38 -7.50 0.061
H -3.38 -9.68 -3.90 0.074
H -3.35 -10.42 -5.34 0.079
H -4.94 -10.03 -4.52 0.074
H -5.67 -7.61 -3.13 0.104
C 1.79 6.37 6.69 -0.020
C 2.36 7.75 6.30 -0.515
C 2.24 8.73 7.51 -0.036
C 3.84 7.70 5.95 -0.135
C 4.19 7.16 4.58 -0.214
C 3.49 8.00 3.56 -0.133
C 1.92 8.08 3.84 -0.453
C 1.31 9.18 3.01 -0.072
C 1.24 6.75 3.23 -0.022
N 1.61 8.38 5.26 -0.091
O 0.19 8.21 5.49 -0.017
H 0.80 6.47 7.15 0.079
H 1.65 5.70 5.84 0.063
H 2.47 5.76 7.28 0.083
H 2.31 9.78 7.23 0.082
H 1.22 8.63 7.89 0.068
H 2.91 8.59 8.35 0.082
H 4.45 8.57 6.22 0.126
H 4.28 6.85 6.47 0.112
H 5.23 7.21 4.24 0.117
H 3.92 6.12 4.43 0.115
H 3.72 7.40 2.68 0.115
H 3.88 9.02 3.58 0.118
H 1.34 9.20 1.92 0.086
H 1.94 10.05 3.18 0.077
H 0.27 9.38 3.25 0.081
H 1.67 6.54 2.26 0.075
H 0.16 6.93 3.19 0.075
H 1.47 5.85 3.80 0.053
H -0.04 9.08 5.81 0.102
C -4.95 -7.56 1.73 -0.019
C -5.44 -6.81 3.00 -0.517
C -4.16 -6.57 3.78 -0.053
C -6.00 -5.42 2.70 -0.155
C -7.40 -5.42 2.02 -0.171
C -8.40 -5.87 3.13 -0.098
C -7.93 -7.33 3.65 -0.476
C -8.61 -7.72 4.98 -0.043
C -8.45 -8.39 2.67 -0.054
N -6.49 -7.42 3.82 -0.133
O -6.08 -8.52 4.52 -0.009
H -5.83 -7.86 1.17 0.060
H -4.36 -6.89 1.11 0.088
H -4.61 -8.56 2.00 0.086
H -3.64 -7.48 4.09 0.080
H -3.49 -5.93 3.20 0.089
H -4.42 -6.10 4.73 0.085
H -6.16 -4.82 3.59 0.118
H -5.39 -4.73 2.10 0.114
H -7.60 -4.38 1.77 0.104
H -7.44 -6.04 1.12 0.099
H -9.31 -5.94 2.54 0.104
H -8.58 -5.10 3.88 0.111
H -9.68 -7.53 4.95 0.090
H -8.04 -7.19 5.74 0.083
H -8.35 -8.76 5.16 0.076
H -8.08 -9.40 2.80 0.084
H -8.20 -8.13 1.65 0.067
H -9.52 -8.57 2.79 0.081
H -5.73 -8.27 5.37 0.108
C 6.26 -1.64 -7.34 -0.020
C 5.23 -0.67 -6.70 -0.462
C 5.57 0.82 -7.17 -0.045
C 3.85 -0.79 -7.26 -0.155
C 3.06 -1.96 -6.62 -0.194
C 3.02 -1.96 -5.11 -0.138
C 4.50 -1.82 -4.51 -0.451
C 4.25 -1.44 -3.01 -0.050
C 5.28 -3.21 -4.49 -0.026
N 5.22 -0.75 -5.19 -0.109
O 6.39 -0.34 -4.51 -0.012
H 6.27 -1.50 -8.42 0.079
H 7.28 -1.42 -7.04 0.082
H 6.06 -2.69 -7.10 0.067
H 6.49 1.03 -6.62 0.062
H 5.87 0.97 -8.21 0.080
H 4.99 1.70 -6.90 0.079
H 3.32 0.13 -7.00 0.113
H 3.80 -0.88 -8.34 0.126
H 2.03 -1.87 -6.98 0.105
H 3.40 -2.96 -6.88 0.102
H 2.54 -2.89 -4.80 0.114
H 2.29 -1.19 -4.85 0.113
H 5.18 -1.64 -2.48 0.074
H 3.46 -2.04 -2.55 0.081
H 4.01 -0.38 -3.04 0.082
H 6.36 -3.12 -4.58 0.075
H 5.05 -3.83 -5.35 0.058
H 5.06 -3.75 -3.57 0.071
H 6.17 0.47 -4.04 0.100
C -0.41 7.00 -3.26 -0.022
C 0.72 6.65 -4.22 -0.511
C 1.33 5.29 -3.74 -0.038
C 0.24 6.41 -5.65 -0.128
C -0.12 7.79 -6.26 -0.179
C 1.21 8.40 -6.53 -0.182
C 1.95 8.66 -5.24 -0.451
C 3.50 8.82 -5.61 -0.024
C 1.47 10.05 -4.78 -0.035
N 1.76 7.67 -4.14 -0.176
O 2.43 7.76 -2.98 0.033
H -0.15 8.00 -2.92 0.075
H -1.41 6.99 -3.69 0.084
H -0.38 6.46 -2.31 0.080
H 2.23 5.30 -4.34 0.078
H 1.69 5.30 -2.71 0.075
H 0.85 4.35 -3.98 0.082
H 0.84 5.83 -6.35 0.121
H -0.61 5.74 -5.55 0.116
H -0.61 7.72 -7.23 0.112
H -0.77 8.44 -5.67 0.108
H 1.10 9.23 -7.24 0.130
H 1.69 7.63 -7.14 0.114
H 4.19 8.97 -4.79 0.070
H 3.66 9.71 -6.22 0.072
H 3.89 7.96 -6.15 0.075
H 1.81 10.89 -5.38 0.088
H 1.80 10.16 -3.74 0.069
H 0.39 10.07 -4.66 0.079
H 2.16 8.63 -2.69 0.087
C 1.08 0.75 7.21 -0.022
C 2.18 -0.32 6.87 -0.458
C 1.55 -1.60 6.28 -0.045
C 3.12 0.20 5.74 -0.155
C 4.44 -0.51 5.55 -0.182
C 5.22 -0.43 6.86 -0.158
C 4.47 -1.00 8.10 -0.439
C 4.57 -2.57 7.92 -0.028
C 5.20 -0.56 9.45 -0.029
N 3.05 -0.55 8.08 -0.135
O 2.33 -1.04 9.13 -0.015
H 1.55 1.51 7.83 0.077
H 0.57 1.11 6.31 0.083
H 0.42 0.24 7.91 0.072
H 0.68 -1.53 5.63 0.081
H 2.29 -2.11 5.67 0.063
H 1.30 -2.35 7.02 0.079
H 2.55 0.18 4.81 0.117
H 3.26 1.27 5.92 0.117
H 4.49 -1.46 5.04 0.113
H 5.07 0.16 4.97 0.108
H 5.42 0.60 7.15 0.112
H 6.24 -0.80 6.80 0.118
H 3.97 -2.83 7.05 0.059
H 4.02 -3.19 8.62 0.071
H 5.62 -2.89 7.91 0.079
H 5.16 0.52 9.58 0.071
H 6.27 -0.72 9.43 0.071
H 4.89 -1.02 10.39 0.071
H 2.29 -0.35 9.79 0.106
C -3.62 0.72 0.87 -0.050
C -2.09 0.99 1.10 -0.491
C -1.14 0.69 -0.11 -0.044
O -2.00 2.36 1.37 -0.059
H -3.74 1.22 -0.09 0.075
H -4.37 1.06 1.59 0.070
H -3.83 -0.35 0.79 0.065
H -1.72 0.46 1.98 0.123
H -0.15 1.01 0.21 0.074
H -1.36 1.22 -1.03 0.074
H -1.15 -0.37 -0.38 0.072
H -2.25 2.40 2.29 0.091
```

Output
Lowest unoccupied orbital energy ... 0.210 eV
Net charge ... 0
Frontier orbital gap ... 7.89 eV
2S+1 ... 1
SMILES ... CC1(C)CCCC(C)(C)N1O.CC1(C)CCCC(C)(C)N1O.CC1(C)CCCC(C)(C)N1O.CC1(C)CCCC(C)(C)N1O.CC1(C)CCCC(C)(C)N1O.CC1(C)CCCC(C)(C)N1O.CC(C)O
Energy above the lowest of the compared OMol25 structures with the same formula, charge and spin ... 9.005 eV

---

2.
The following is a quantum chemistry calculation of 2 unconnected molecules or ions with the total composition C5H12O2, from the OMol25 dataset.

The geometry in XYZ format:
```
19
Properties=species:S:1:pos:R:3:lowdin_charge:R:1
C -1.07 1.55 2.06 -0.108
C -1.18 0.15 1.52 -0.115
C -0.47 -0.41 0.53 -0.353
O -0.76 -1.70 0.19 0.021
C 0.57 0.31 -0.31 -0.126
C 1.73 -0.51 -0.87 -0.227
O 1.24 -1.67 -1.55 -0.095
H -2.01 2.10 1.93 0.071
H -0.87 1.53 3.14 0.070
H -0.28 2.14 1.59 0.058
H -1.95 -0.48 1.96 0.109
H -0.15 -1.98 -0.51 0.061
H 1.01 1.11 0.29 0.111
H 0.06 0.81 -1.14 0.085
H 2.42 -0.80 -0.06 0.125
H 2.28 0.12 -1.58 0.118
H 1.95 -2.32 -1.58 0.106
H -1.48 0.30 -2.87 0.052
H -1.03 -0.27 -2.73 0.036
```

Output
Lowest unoccupied orbital energy ... 0.608 eV
Net charge ... 0
Frontier orbital gap ... 8.59 eV
2S+1 ... 1
SMILES ... C/C=C(/O)CCO.[H][H]
Energy above the lowest of the compared OMol25 structures with the same formula, charge and spin ... 2.180 eV

---

3.
The following is a quantum chemistry calculation of C17H14N2O3S in the gas phase, from the OMol25 dataset.

The geometry in XYZ format:
```
37
Properties=species:S:1:pos:R:3:lowdin_charge:R:1
C 5.39 1.23 0.28 0.000
N 4.18 0.46 0.18 -0.012
C 4.15 -0.93 0.29 -0.365
O 5.11 -1.62 0.48 0.130
C 2.72 -1.30 0.13 -0.082
C 2.09 -2.53 0.15 0.024
C 0.71 -2.57 -0.03 0.020
C -0.02 -1.40 -0.23 -0.183
N -1.39 -1.39 -0.43 0.133
C -2.29 -2.41 -0.26 -0.520
O -2.00 -3.55 0.00 0.084
C -3.73 -1.95 -0.43 -0.354
S -4.23 -0.83 0.93 0.955
C -3.40 0.68 0.47 -0.572
C -3.58 1.26 -0.78 -0.114
C -2.90 2.42 -1.11 -0.075
C -2.05 3.02 -0.19 -0.082
C -1.90 2.46 1.07 -0.080
C -2.57 1.29 1.40 -0.109
C 0.63 -0.15 -0.26 0.076
C 1.99 -0.13 -0.07 -0.070
C 2.93 1.02 -0.04 -0.364
O 2.71 2.20 -0.16 0.119
H 5.13 2.28 0.18 0.090
H 6.09 0.94 -0.50 0.098
H 5.86 1.06 1.25 0.098
H 2.65 -3.43 0.31 0.125
H 0.19 -3.51 -0.01 0.104
H -1.78 -0.47 -0.59 0.107
H -4.39 -2.81 -0.36 0.084
H -3.88 -1.45 -1.39 0.078
H -4.26 0.81 -1.50 0.108
H -3.04 2.86 -2.09 0.107
H -1.52 3.92 -0.45 0.107
H -1.25 2.92 1.79 0.110
H -2.45 0.84 2.37 0.107
H 0.07 0.76 -0.41 0.119
```

Output
Lowest unoccupied orbital energy ... -0.264 eV
Net charge ... 0
Frontier orbital gap ... 8.67 eV
2S+1 ... 1
SMILES ... CN1C(=O)c2ccc(NC(=O)CSc3ccccc3)cc2C1=O
Energy above the lowest of the compared OMol25 structures with the same formula, charge and spin ... 0.000 eV

---

4.
The following is a quantum chemistry calculation of a molecular structure, C30H43N2O7P2RuSi, from the OMol25 dataset.

The geometry in XYZ format:
```
86
Properties=species:S:1:pos:R:3:lowdin_charge:R:1
Ru 0.91 0.26 0.72 1.499
C 4.36 1.79 3.90 -0.080
C 4.16 0.52 3.09 -0.686
O 5.29 -0.35 3.26 -0.116
P 2.80 -0.54 3.81 1.022
O 2.10 -1.14 2.39 -0.400
O 1.49 1.73 3.54 -0.104
O 1.67 0.52 4.33 -0.368
P 4.06 0.88 1.29 0.352
O 4.02 -0.64 0.67 -0.182
O 5.32 1.54 0.89 -0.269
O 2.70 1.46 0.95 -0.422
H 4.42 1.56 4.97 0.088
H 3.56 2.51 3.74 0.072
H 5.30 2.25 3.60 0.089
H 6.05 0.10 2.85 0.092
H 2.82 -1.40 1.77 0.026
H 0.56 1.90 3.74 0.091
H 4.83 -0.84 0.20 0.102
C -0.87 0.47 1.90 -0.362
Si -2.36 -0.50 1.37 0.593
C -2.87 0.21 -0.30 -0.240
N -1.76 0.03 -1.25 -0.202
C -1.56 1.18 -2.11 -0.217
C -2.74 1.47 -3.05 -0.166
C -3.35 0.15 -3.56 -0.189
C -2.30 -0.96 -3.50 -0.174
C -1.89 -1.21 -2.04 -0.176
C -1.99 -2.32 1.17 -0.258
C -2.99 -3.17 0.67 -0.117
C -2.73 -4.51 0.40 -0.080
C -1.47 -5.03 0.64 -0.084
C -0.47 -4.22 1.16 -0.081
C -0.74 -2.88 1.42 -0.111
C -3.80 -0.31 2.56 -0.241
C -4.49 0.91 2.62 -0.101
C -5.54 1.11 3.50 -0.090
C -5.94 0.07 4.33 -0.093
C -5.28 -1.14 4.29 -0.087
C -4.22 -1.33 3.41 -0.093
H -0.56 0.24 2.92 -0.011
H -1.15 1.54 1.85 0.009
H -3.05 1.28 -0.16 0.086
H -3.82 -0.21 -0.67 0.091
H -0.66 0.98 -2.70 0.096
H -1.34 2.05 -1.49 0.116
H -2.38 2.07 -3.89 0.109
H -3.50 2.07 -2.55 0.102
H -3.73 0.27 -4.58 0.106
H -4.20 -0.13 -2.95 0.102
H -1.43 -0.68 -4.09 0.112
H -2.69 -1.89 -3.92 0.112
H -0.94 -1.76 -2.02 0.099
H -2.63 -1.84 -1.56 0.099
H -3.98 -2.78 0.48 0.111
H -3.52 -5.14 0.01 0.104
H -1.26 -6.07 0.43 0.102
H 0.51 -4.62 1.36 0.104
H 0.04 -2.28 1.87 0.059
H -4.19 1.73 1.98 0.095
H -6.06 2.06 3.52 0.101
H -6.77 0.22 5.02 0.101
H -5.58 -1.95 4.95 0.102
H -3.72 -2.29 3.39 0.098
C 4.24 2.87 -2.13 -0.086
N 2.93 3.16 -2.64 -0.267
C 2.91 3.52 -4.04 -0.112
C 1.86 2.32 -2.14 -0.178
C 1.99 0.81 -2.29 -0.233
C 2.59 0.25 -3.42 -0.035
C 2.72 -1.13 -3.56 -0.079
C 2.24 -1.98 -2.58 -0.093
C 1.62 -1.43 -1.46 -0.172
C 1.52 -0.05 -1.31 -0.230
H 4.91 3.71 -2.34 0.087
H 4.70 1.97 -2.58 0.085
H 4.20 2.72 -1.05 0.058
H 3.37 4.50 -4.18 0.082
H 1.89 3.58 -4.40 0.084
H 3.46 2.82 -4.69 0.069
H 0.94 2.65 -2.62 0.108
H 1.75 2.53 -1.07 0.096
H 2.97 0.89 -4.20 0.092
H 3.19 -1.53 -4.45 0.102
H 2.33 -3.05 -2.69 0.101
H 1.23 -2.12 -0.71 0.079
```

Output
Lowest unoccupied orbital energy (spin up / spin down) ... 0.408 / -1.898 eV
Net charge ... 0
Frontier orbital gap (spin up / spin down) ... 8.19 / 6.02 eV
2S+1 ... 6
Energy above the lowest of the compared OMol25 structures with the same formula, charge and spin ... 6.108 eV

---

5.
The following is a quantum chemistry calculation of C20H23N3O2S3 in the gas phase in a non-equilibrium geometry, from the OMol25 dataset.

The geometry in XYZ format:
```
51
Properties=species:S:1:pos:R:3:lowdin_charge:R:1
C 6.65 -0.03 0.52 -0.079
C 5.38 0.18 1.25 -0.625
N 4.27 -0.39 0.98 0.069
C 3.26 -0.02 1.81 -0.413
C 1.95 -0.59 1.62 -0.443
C 0.79 -0.35 2.32 -0.096
C -0.29 -1.11 1.85 -0.150
C 0.05 -1.90 0.79 -0.599
S -1.01 -3.00 -0.12 0.604
O -2.07 -3.38 0.76 -0.275
O -0.17 -4.01 -0.70 -0.293
N -1.68 -2.15 -1.36 -0.239
C -2.71 -1.19 -1.06 -0.157
C -2.14 0.23 -0.96 -0.151
N -1.44 0.56 -2.19 -0.160
C -1.04 1.95 -2.26 -0.189
C -2.19 2.85 -2.75 -0.128
C -3.22 3.17 -1.71 -0.263
C -2.89 3.94 -0.60 -0.050
C -3.83 4.23 0.37 -0.084
C -5.13 3.77 0.24 -0.096
C -5.48 3.01 -0.87 -0.084
C -4.53 2.71 -1.84 -0.059
C -0.33 -0.36 -2.38 -0.173
C -0.86 -1.79 -2.49 -0.166
S 1.71 -1.76 0.37 1.121
C 3.63 0.88 2.77 -0.351
S 5.29 1.28 2.63 1.038
H 7.01 0.91 0.10 0.079
H 6.49 -0.75 -0.28 0.084
H 7.42 -0.41 1.20 0.079
H 0.73 0.33 3.15 0.112
H -1.28 -1.09 2.26 0.120
H -3.17 -1.49 -0.12 0.116
H -3.46 -1.22 -1.86 0.133
H -2.97 0.94 -0.82 0.110
H -1.47 0.31 -0.09 0.120
H -0.67 2.32 -1.28 0.123
H -0.22 2.03 -2.97 0.117
H -1.75 3.79 -3.10 0.118
H -2.66 2.36 -3.60 0.115
H -1.88 4.31 -0.50 0.112
H -3.55 4.83 1.22 0.101
H -5.87 4.00 0.99 0.099
H -6.49 2.65 -0.98 0.102
H -4.81 2.12 -2.70 0.113
H 0.18 -0.10 -3.31 0.125
H 0.40 -0.28 -1.55 0.096
H -0.04 -2.51 -2.53 0.115
H -1.47 -1.88 -3.39 0.132
H 3.03 1.33 3.54 0.067
```

Output
Lowest unoccupied orbital energy ... 0.026 eV
Net charge ... 0
Frontier orbital gap ... 8.27 eV
2S+1 ... 1
SMILES ... Cc1nc(-c2ccc(S(=O)(=O)N3CCN(CCc4ccccc4)CC3)s2)cs1

---

6.
The following is a quantum chemistry calculation of 2 unconnected molecules or ions with the total composition C4H11NO2 in a non-equilibrium geometry, from the OMol25 dataset.

The geometry in XYZ format:
```
18
Properties=species:S:1:pos:R:3:lowdin_charge:R:1
C -2.79 -1.11 -0.62 -0.119
N -1.63 -0.63 -1.44 -0.130
C -0.57 -0.05 -0.61 -0.264
C 0.82 -0.64 -0.80 -0.136
C 1.79 0.41 -1.30 -0.278
O 2.92 0.28 -1.69 0.055
H -3.52 -1.54 -1.30 0.071
H -2.38 -1.82 0.09 0.077
H -3.28 -0.27 -0.13 0.069
H -2.03 0.06 -2.06 0.090
H -0.57 1.04 -0.74 0.107
H -0.86 -0.20 0.43 0.103
H 0.79 -1.58 -1.35 0.124
H 1.23 -0.93 0.17 0.116
H 1.32 1.42 -1.41 0.115
O 3.07 2.17 4.34 -0.040
H 2.32 2.07 3.78 0.010
H 3.37 1.32 4.65 0.031
```

Output
Lowest unoccupied orbital energy ... 0.530 eV
Net charge ... 0
Frontier orbital gap ... 9.78 eV
2S+1 ... 1
SMILES ... CNCCC=O.O
Energy above the lowest of the compared OMol25 structures with the same formula, charge and spin ... 2.055 eV

---

no.,total energy (eV)
1,-84346.286
2,-9472.956
3,-37815.948
4,-78155.094
5,-62183.993
6,-9910.187